1.
69
Properties=species:S:1:pos:R:3:forces:R:3:nbo_charge:R:1 method="wB97M-V/def2-TZVPD" orbital_gap_ev="6.3 / 6.3" fmax_ha_per_bohr=0.0096 e_homo_ev="-9.490 / -9.488" charge=+1 total_energy_ev=-53604.2907
Pt 3.4715 3.2213 -0.4178 0.2324 -0.4347 0.0463 1.12
C 2.2836 -0.0750 2.1215 0.0019 -0.0101 0.0012 -0.35
C 2.3079 1.3130 1.9600 0.0082 -0.0573 0.0033 -0.02
N 3.1932 1.6409 1.0292 -0.1674 0.2503 0.0794 -0.34
N 3.7405 0.5007 0.5588 0.0017 0.0334 -0.0363 -0.31
C 3.2117 -0.5436 1.2110 0.0180 -0.0025 -0.0088 0.00
B 4.7989 0.5009 -0.5920 -0.0057 -0.0031 -0.0410 0.54
N 4.2056 0.8665 -1.9766 0.0039 0.0221 0.0605 -0.33
C 3.9453 0.0604 -3.0171 -0.0019 0.0039 -0.0026 0.01
C 3.3609 0.8056 -4.0204 0.0171 -0.0070 0.0075 -0.35
C 3.2956 2.1009 -3.5000 0.0461 -0.0501 -0.0053 0.00
N 3.8193 2.1265 -2.2832 -0.1732 0.2484 -0.0451 -0.35
N 5.8313 1.5911 -0.2368 0.0259 -0.0530 0.0105 -0.30
C 7.1519 1.5508 -0.0159 -0.0040 0.0179 0.0004 0.01
C 7.5899 2.8342 0.2523 -0.0075 -0.0010 -0.0006 -0.34
C 6.4444 3.6264 0.1740 0.0177 -0.0214 0.0058 -0.01
N 5.4032 2.8552 -0.1199 -0.0543 0.0936 -0.0167 -0.27
H 1.7002 -0.6499 2.8190 -0.0005 0.0016 0.0026 0.23
H 1.7476 2.0821 2.4655 0.0069 0.0023 0.0036 0.22
H 3.5456 -1.5444 0.9934 -0.0051 -0.0015 -0.0046 0.23
H 5.3161 -0.5780 -0.6448 -0.0232 -0.0134 -0.0006 -0.03
H 4.2067 -0.9836 -2.9747 -0.0046 -0.0012 0.0005 0.22
H 3.0453 0.4669 -4.9910 0.0007 0.0032 -0.0018 0.23
H 2.9075 3.0051 -3.9392 -0.0010 -0.0004 0.0019 0.23
H 7.6838 0.6164 -0.0670 0.0035 0.0017 0.0011 0.23
H 8.5925 3.1534 0.4718 0.0007 0.0003 -0.0004 0.24
H 6.3179 4.6871 0.3102 0.0022 0.0006 -0.0018 0.23
F -0.5958 -3.5666 -0.1740 -0.0278 -0.0083 0.0114 -0.33
C -1.0515 -2.2926 -0.1088 0.0156 0.0005 -0.0407 0.32
C -0.2056 -1.2655 -0.4270 0.0073 -0.0227 0.0061 -0.21
C -0.6666 0.0464 -0.4169 -0.0171 -0.0048 -0.0237 -0.07
C 0.2772 1.1256 -0.8233 0.0576 -0.0136 0.0259 0.50
O 1.4020 0.8388 -1.1980 0.0001 0.0101 -0.0018 -0.60
C -0.2881 2.4572 -0.7763 -0.0378 0.0184 0.0415 -0.30
C -1.5945 2.6116 -0.4538 0.0411 0.0029 0.0095 0.12
N -2.4433 1.6181 -0.0647 -0.0088 -0.0081 0.0044 -0.37
C -3.8184 1.9279 0.2327 -0.0007 -0.0025 -0.0008 -0.07
C -4.1151 3.1318 1.0688 0.0047 -0.0021 -0.0052 -0.41
C -4.3099 1.7610 1.6441 -0.0050 0.0008 -0.0005 -0.43
C -1.9962 0.3072 -0.0657 0.0191 0.0299 -0.0181 0.17
C -2.8397 -0.7571 0.2716 -0.0009 -0.0089 0.0390 -0.28
C -2.3807 -2.0624 0.2505 0.0154 0.0371 0.0236 0.15
N -3.3031 -3.1066 0.5715 -0.0663 0.0013 -0.0132 -0.50
C -4.2612 -3.4726 -0.4631 0.0325 -0.0303 -0.0214 -0.24
C -5.5756 -3.8670 0.2358 -0.0005 -0.0049 -0.0069 -0.22
N -5.2454 -4.1860 1.6682 0.0146 0.0105 -0.0016 -0.49
C -4.0504 -5.0884 1.7493 0.0059 -0.0037 -0.0006 -0.23
C -2.8200 -4.2923 1.2661 0.0124 0.0173 0.0202 -0.23
C 0.4286 3.7502 -1.1180 0.0077 -0.0713 -0.1142 0.80
O -0.2136 4.6172 -1.6828 -0.0142 -0.0128 0.0844 -0.63
O 1.6337 3.9284 -0.6935 0.0246 0.0351 -0.0823 -0.77
H 0.8205 -1.4517 -0.7175 0.0007 0.0090 0.0002 0.27
H -2.0278 3.6007 -0.5015 -0.0076 0.0031 -0.0033 0.25
H -4.5085 1.6980 -0.5721 -0.0011 -0.0037 0.0020 0.21
H -4.9846 3.7151 0.8050 0.0002 0.0003 -0.0011 0.24
H -3.2762 3.7061 1.4348 -0.0033 0.0017 0.0032 0.24
H -5.3185 1.3993 1.7914 0.0007 -0.0004 0.0012 0.22
H -3.5851 1.4279 2.3748 0.0014 0.0010 -0.0005 0.23
H -3.8630 -0.5690 0.5657 0.0005 -0.0125 -0.0018 0.23
H -3.8915 -4.3004 -1.0814 -0.0020 0.0004 -0.0015 0.20
H -4.4362 -2.6246 -1.1193 -0.0018 0.0041 0.0010 0.25
H -6.0371 -4.7516 -0.1979 -0.0056 0.0022 0.0015 0.23
H -6.3002 -3.0553 0.2500 0.0058 0.0046 0.0038 0.23
H -6.0503 -4.5834 2.1496 0.0008 -0.0068 -0.0043 0.44
H -4.9894 -3.3032 2.1177 -0.0085 -0.0044 0.0037 0.45
H -4.2684 -5.9440 1.1132 -0.0016 -0.0005 0.0018 0.22
H -3.9463 -5.4327 2.7752 -0.0021 0.0028 0.0016 0.24
H -2.2129 -4.9482 0.6383 0.0049 -0.0008 -0.0037 0.22
H -2.2097 -3.9776 2.1113 0.0003 0.0072 0.0023 0.23

2.
64
Properties=species:S:1:pos:R:3:forces:R:3:nbo_charge:R:1 method="wB97M-V/def2-TZVPD" orbital_gap_ev="6.2 / 6.2" fmax_ha_per_bohr=0.0343 e_homo_ev="-7.652 / -7.651" de_lowest_kcal_mol=0.0 total_energy_ev=-55144.1187
C -1.7962 1.0302 1.9488 -0.4354 -0.5140 -0.2602 -0.26
C -1.9086 1.6714 0.7093 -0.0872 0.0939 0.2958 -0.28
C -2.0393 0.7096 -0.3087 -0.1517 -0.9129 0.1021 -0.24
H -1.9185 2.7513 0.5517 0.1019 -0.4155 0.0942 0.23
C -2.0060 -0.5823 0.2856 -0.3562 0.8047 -0.6381 -0.41
C -1.8748 -0.3933 1.7265 0.3067 0.7853 -0.1491 -0.45
H -2.2232 -1.5345 -0.2030 0.0382 0.3669 0.1533 0.23
C 1.9103 1.6478 1.9576 -0.3282 1.7269 -0.1143 -0.22
C 1.1981 2.7396 1.4371 1.1480 -1.1536 0.6710 -0.27
C 1.2028 2.6481 0.0131 0.7522 -1.2914 -0.6604 -0.27
H 0.7215 3.5220 2.0122 0.0647 -0.0946 0.0250 0.22
C 1.8841 1.4805 -0.3606 -1.1691 1.2438 0.0176 -0.08
C 2.3514 0.8245 0.8584 -1.5822 -0.5860 0.2278 -0.43
H -2.2231 0.9108 -1.3649 0.3013 -0.1088 0.2710 0.22
H -2.1284 -1.1485 2.4748 0.3041 0.2785 -0.2920 0.25
H -1.7573 1.5071 2.9274 0.2074 -0.1706 -0.4009 0.24
H 3.1712 0.1024 0.8963 -0.2106 0.2835 0.0776 0.24
H 0.7725 3.3624 -0.6831 -0.0639 -0.2078 0.1904 0.22
H 2.1549 1.4615 2.9927 -0.1418 0.0871 -0.3192 0.23
Bi 0.4620 -0.8996 1.0890 0.0890 0.4884 1.6721 1.63
C 2.1182 0.9182 -1.7334 0.1331 -0.2751 -0.0008 -0.07
C 3.6333 0.6672 -1.8583 0.1237 0.0998 -0.4138 -0.61
C 1.6600 1.8780 -2.8350 0.0689 -0.1032 -0.0274 -0.61
H 4.1600 1.6212 -1.6973 -0.1361 -0.3117 0.0328 0.21
H 3.8661 0.2670 -2.8519 0.1156 0.2660 0.4359 0.25
H 3.9753 -0.0627 -1.1130 0.0007 0.1811 -0.2157 0.20
H 2.1542 2.8512 -2.7049 -0.1653 -0.2477 -0.0969 0.22
H 0.5715 2.0221 -2.8203 0.1898 0.0279 0.0396 0.21
H 1.9452 1.4679 -3.8131 -0.0771 0.1371 0.1486 0.22
C 1.2950 -0.4065 -1.8215 0.3026 -0.4082 -0.3553 -0.51
C 1.5915 -1.3011 -3.0167 0.9089 -0.4312 -0.3645 0.69
H 0.2154 -0.1799 -1.7872 0.3213 -0.0513 0.2737 0.25
H 1.6006 -1.0783 -0.9746 -0.1329 0.5265 -0.8178 0.20
O 2.7376 -1.4130 -3.4466 -1.1803 -0.1068 -0.1462 -0.62
N 0.5683 -2.0444 -3.5612 0.3053 -0.3784 0.4022 -0.63
C -0.6878 -2.4270 -2.9121 0.3320 0.2546 -0.3033 -0.25
H 0.8819 -2.6544 -4.3080 0.0644 0.1642 0.2149 0.41
C -1.8170 -1.5065 -3.3122 -0.4060 0.1263 -0.1297 0.04
C -3.0987 -1.7668 -2.8142 0.1036 0.4459 -0.1914 -0.25
H -3.2429 -2.6488 -2.1848 -0.1161 0.2924 -0.1171 0.21
C -4.1515 -0.9007 -3.1143 0.2386 -0.1745 -0.0238 -0.19
H -5.1368 -1.1001 -2.6939 0.1941 0.1244 -0.1735 0.22
C -3.9324 0.2057 -3.9435 0.1560 -0.0613 0.0365 -0.22
H -4.7560 0.8782 -4.1775 0.1817 -0.1376 0.0623 0.22
C -2.6628 0.4420 -4.4772 0.0926 -0.3214 0.1547 -0.20
H -2.4735 1.2917 -5.1351 -0.1747 -0.2204 0.1843 0.22
C -1.6029 -0.4223 -4.1705 -0.2746 0.0137 0.1969 -0.26
H -0.6071 -0.2664 -4.5971 -0.4529 0.0408 0.2090 0.23
H -0.5851 -2.4457 -1.8095 0.0478 0.0406 -0.4298 0.20
H -0.9209 -3.4581 -3.2242 0.1006 0.3281 0.1626 0.22
C -0.9169 -1.1579 4.9553 -0.4138 -0.2624 0.0572 -0.65
C 0.4633 -0.7173 4.5214 1.0717 0.1903 -0.0757 0.14
O 0.6879 -0.5234 3.1719 0.1842 -0.4541 0.9224 -0.93
C 0.7437 0.6579 5.2237 -0.0735 0.8070 -0.0664 0.96
F 0.4567 0.6549 6.5535 0.2130 -0.0623 -0.8756 -0.32
F 2.0272 1.0741 5.0917 -0.8619 -0.2712 0.2453 -0.32
F -0.0472 1.6208 4.6519 0.6370 -0.7692 0.5610 -0.33
C 1.5305 -1.7525 5.0340 0.0781 -0.2280 0.0982 0.96
F 1.4890 -1.9350 6.3876 0.0712 0.1479 -1.0594 -0.33
F 1.2847 -2.9669 4.4596 0.1735 0.7151 0.3557 -0.33
F 2.7936 -1.4020 4.7019 -0.8472 -0.3668 0.2551 -0.31
H -1.6541 -0.3964 4.6786 0.1606 -0.1437 0.0766 0.23
H -0.9246 -1.2906 6.0445 -0.1462 -0.0172 -0.3175 0.25
H -1.1859 -2.1045 4.4733 0.1011 0.1701 0.1126 0.23

3.
62
Properties=species:S:1:pos:R:3:forces:R:3:nbo_charge:R:1 method="wB97M-V/def2-TZVPD" orbital_gap_ev="7.7 / 6.8" fmax_ha_per_bohr=0.0106 s2=0.75 e_homo_ev="-9.957 / -11.104" charge=+1 de_lowest_kcal_mol=2.4 total_energy_ev=-131571.0792 spin_multiplicity=2
Hg 1.3355 -0.5439 0.0714 -0.2991 0.2699 -0.3681 0.72
C -1.0924 -2.9666 0.0603 -0.0453 0.0753 0.0342 -0.66
C -1.9111 -1.8080 -0.4301 0.0177 0.0262 -0.0169 0.23
C -3.2864 -1.9093 -0.6087 -0.0261 0.0002 -0.0500 -0.25
C -3.9921 -0.8137 -1.0698 -0.0327 -0.0252 -0.0017 -0.14
C -3.3047 0.3539 -1.3643 0.0708 -0.0367 0.0976 -0.27
C -1.9311 0.3903 -1.1537 0.0768 0.0752 0.0345 -0.08
N -1.2616 -0.6683 -0.6920 0.3314 -0.0304 0.1263 -0.54
Sb -0.9426 2.1936 -1.8333 -0.0460 0.0127 -0.1053 1.05
C 0.4998 1.1551 -3.0614 -0.0078 0.0889 -0.0769 -0.08
C 0.4704 1.4709 -4.4165 0.0665 -0.0740 0.1227 -0.28
C 1.3492 0.8241 -5.2719 -0.0089 0.0091 -0.0284 -0.14
C 2.2277 -0.1067 -4.7493 0.0036 -0.0105 -0.0094 -0.24
C 2.2020 -0.3756 -3.3849 -0.0194 0.0263 -0.0151 0.23
C 3.1300 -1.3808 -2.7651 -0.0527 0.0453 -0.0381 -0.65
N 1.3483 0.2494 -2.5682 -0.0165 -0.1392 0.3137 -0.52
C 0.3581 2.8478 -0.2346 -0.0312 -0.0454 -0.1093 -0.08
C 0.0893 4.1207 0.2521 0.0658 -0.1144 -0.0028 -0.27
C 0.9389 4.6597 1.2064 -0.0154 0.0517 0.0082 -0.14
C 2.0336 3.9256 1.6226 0.0235 -0.0039 0.0176 -0.24
C 2.2409 2.6534 1.0984 -0.0572 0.0238 -0.0400 0.22
C 3.3827 1.7906 1.5528 -0.0644 0.0516 0.0056 -0.65
N 1.4098 2.1400 0.1841 0.0125 -0.3566 0.0999 -0.54
H -1.7073 -3.8530 0.2027 0.0194 -0.0127 -0.0002 0.23
H -0.6101 -2.7187 1.0095 -0.0170 -0.0179 -0.0106 0.24
H -0.3040 -3.1968 -0.6592 -0.0027 -0.0191 0.0045 0.23
H -3.7901 -2.8424 -0.3931 0.0115 0.0089 0.0193 0.23
H -5.0650 -0.8696 -1.2025 0.0069 -0.0035 -0.0260 0.23
H -3.8206 1.2210 -1.7556 -0.0142 0.0064 0.0340 0.23
H -0.2306 2.2081 -4.7859 0.0185 -0.0028 -0.0311 0.23
H 1.3476 1.0426 -6.3322 0.0090 0.0041 0.0131 0.23
H 2.9291 -0.6279 -5.3868 -0.0076 0.0039 0.0039 0.23
H 3.7594 -1.8530 -3.5166 0.0152 -0.0103 0.0179 0.23
H 2.5548 -2.1572 -2.2551 0.0187 0.0056 0.0002 0.22
H 3.7718 -0.8935 -2.0279 0.0033 -0.0192 0.0070 0.23
H -0.7673 4.6734 -0.1114 0.0051 0.0207 0.0217 0.23
H 0.7503 5.6440 1.6156 0.0197 -0.0003 -0.0107 0.23
H 2.7309 4.3262 2.3462 -0.0329 -0.0077 0.0207 0.23
H 4.1312 2.3717 2.0878 0.0036 -0.0024 -0.0044 0.23
H 3.8527 1.3023 0.6990 0.0051 -0.0054 0.0070 0.23
H 3.0108 1.0151 2.2288 0.0376 -0.0206 -0.0115 0.23
Br -3.2808 3.5617 3.3312 -0.0113 -0.0184 0.0157 0.09
C -3.8333 1.7696 3.1054 0.0227 -0.0311 -0.0633 -0.13
C -5.1841 1.4822 3.2458 -0.0173 0.0013 -0.0038 -0.22
C -5.6413 0.1879 3.0577 -0.0043 -0.0090 -0.0368 -0.20
C -4.7522 -0.8208 2.7195 0.0056 -0.0136 -0.0261 -0.21
C -3.4010 -0.5402 2.5910 -0.0781 -0.0136 0.0285 -0.18
C -2.9378 0.7526 2.7898 0.1168 0.0915 0.0321 -0.20
I -0.8836 1.1031 2.6363 -0.0418 -0.0941 0.0429 0.17
H -5.8698 2.2777 3.5026 0.0009 -0.0058 -0.0075 0.24
H -6.6948 -0.0310 3.1707 0.0078 0.0246 0.0063 0.23
H -5.1089 -1.8297 2.5562 0.0177 0.0040 0.0337 0.22
H -2.7043 -1.3273 2.3388 0.0265 -0.0006 0.0305 0.21
C 3.2972 -4.0677 0.0960 -0.0355 0.0454 0.1690 -0.75
S 2.4610 -3.2349 1.4621 -0.0826 0.2920 -0.1628 0.25
C 3.8832 -2.5049 2.3008 -0.1018 -0.1231 -0.0742 -0.75
H 3.9753 -3.3795 -0.4060 -0.0067 -0.0241 -0.0380 0.22
H 2.5293 -4.4013 -0.5993 0.0248 -0.0342 -0.0143 0.23
H 3.8448 -4.9303 0.4702 0.0272 -0.0078 -0.0578 0.23
H 4.4476 -3.2795 2.8157 0.0422 0.0390 0.0130 0.23
H 3.4973 -1.7918 3.0262 0.0330 -0.0092 0.0287 0.24
H 4.5184 -1.9908 1.5814 0.0091 0.0391 0.0313 0.22

4.
64
Properties=species:S:1:pos:R:3:forces:R:3:nbo_charge:R:1 method="wB97M-V/def2-TZVPD" orbital_gap_ev="9.3 / 5.3" fmax_ha_per_bohr=0.0115 s2=6.04 e_homo_ev="-15.111 / -15.106" charge=+2 de_lowest_kcal_mol=0.0 total_energy_ev=-115393.6050 spin_multiplicity=5
Pt 0.8313 -0.4817 0.7117 0.3714 0.1346 0.4392 0.91
O 0.9800 3.4113 -0.2560 -0.0354 -0.0190 -0.0125 -0.47
C 1.1138 2.2314 -0.1160 0.0276 0.0921 -0.0619 0.64
N 0.3934 1.4054 0.7435 0.0710 -0.1722 0.0096 -0.65
C -0.5892 1.8098 1.6383 -0.0474 0.0242 0.0225 0.64
O -1.0414 2.9113 1.7644 -0.0281 0.0067 -0.0308 -0.48
C -1.0738 0.6453 2.4747 -0.0218 0.0143 -0.0096 0.10
C -2.0033 0.8354 3.4732 0.0400 -0.0016 -0.0302 -0.18
C -2.4105 -0.2609 4.2213 0.0030 0.0131 0.0014 -0.11
C -1.8755 -1.5071 3.9363 -0.0031 -0.0050 0.0132 -0.22
C -0.9485 -1.6281 2.9168 0.0439 0.0273 0.0208 0.07
N -0.5546 -0.5692 2.2023 -0.1603 0.0057 -0.1080 -0.46
C 2.1365 1.4387 -0.9017 0.0221 0.0056 -0.0085 0.11
C 2.9309 2.0503 -1.8457 0.0126 -0.0045 0.0647 -0.18
C 3.8418 1.2751 -2.5505 0.0159 -0.0021 -0.0179 -0.11
C 3.9302 -0.0816 -2.2796 0.0085 -0.0114 0.0221 -0.22
C 3.1039 -0.6330 -1.3174 0.0613 0.0370 0.0934 0.06
N 2.2260 0.1176 -0.6434 -0.3032 -0.0235 -0.2675 -0.46
H -2.3713 1.8378 3.6458 -0.0052 -0.0050 0.0116 0.27
H -3.1287 -0.1412 5.0213 0.0009 -0.0117 0.0024 0.25
H -2.1582 -2.3843 4.5001 -0.0037 0.0004 -0.0030 0.26
H -0.5021 -2.5812 2.6738 -0.0059 -0.0083 0.0050 0.22
H 2.8212 3.1150 -2.0005 -0.0068 -0.0026 -0.0093 0.27
H 4.4777 1.7244 -3.3013 0.0075 0.0062 0.0111 0.25
H 4.6342 -0.7154 -2.7994 -0.0015 0.0017 -0.0034 0.26
H 3.1495 -1.6820 -1.0594 -0.0162 -0.0108 -0.0366 0.23
C -4.9132 -1.7683 -5.9932 -0.0084 -0.0234 -0.0120 -0.59
C -5.2039 -0.3661 -5.4212 0.0371 0.0225 0.0448 -0.12
C -6.7140 -0.1885 -5.2751 -0.0342 0.0002 -0.0106 -0.62
C -4.6605 0.7073 -6.3900 -0.0066 -0.0011 -0.0204 -0.59
C -4.4694 -0.2139 -4.1137 -0.0109 -0.0012 -0.0548 0.25
C -3.0591 -0.4017 -4.0937 0.0682 -0.0399 0.0413 -0.21
C -2.3615 -0.2597 -2.9421 -0.1751 0.1181 -0.1016 -0.13
Br -0.5043 -0.4487 -2.8190 0.0092 -0.0385 -0.0918 0.17
C -3.0589 0.1078 -1.7419 0.2037 0.1204 0.3856 0.40
O -2.3560 0.2934 -0.6982 -0.0743 -0.0778 -0.1174 -0.11
C -4.5017 0.2910 -1.7056 -0.0194 -0.0423 -0.2438 0.06
C -5.1295 0.1220 -2.9097 -0.0522 0.0038 0.1425 -0.23
C -5.1749 0.6696 -0.4018 -0.0105 0.0452 -0.0215 -0.10
C -4.8628 -0.3851 0.6679 -0.0049 -0.0358 0.0322 -0.60
C -6.6930 0.7487 -0.5856 -0.0315 0.0009 0.0212 -0.61
C -4.6528 2.0439 0.0449 0.0490 0.0082 0.0140 -0.60
H -5.4612 -1.8783 -6.9288 0.0034 -0.0006 0.0005 0.24
H -5.2459 -2.5534 -5.3130 -0.0069 0.0057 0.0011 0.22
H -3.8574 -1.9235 -6.2152 0.0040 0.0097 0.0087 0.21
H -7.1775 -0.3227 -6.2514 -0.0082 0.0042 0.0045 0.25
H -6.9815 0.8107 -4.9266 0.0153 0.0052 -0.0051 0.22
H -7.1538 -0.9281 -4.6034 0.0132 -0.0125 -0.0066 0.22
H -5.1721 0.5969 -7.3462 0.0002 0.0054 0.0010 0.24
H -3.5911 0.6014 -6.5742 -0.0012 -0.0073 0.0019 0.21
H -4.8520 1.7137 -6.0163 -0.0018 -0.0025 0.0037 0.22
H -2.5320 -0.6567 -5.0028 -0.0019 -0.0047 0.0011 0.26
H -6.1999 0.2567 -2.9353 0.0033 -0.0154 -0.0334 0.27
H -5.2590 -1.3643 0.3955 0.0044 0.0015 -0.0173 0.23
H -5.3225 -0.0820 1.6090 -0.0136 -0.0064 -0.0066 0.24
H -3.7890 -0.4881 0.8531 0.0095 0.0307 -0.0033 0.21
H -7.1126 -0.2032 -0.9148 0.0000 -0.0040 0.0061 0.22
H -6.9788 1.5282 -1.2930 0.0182 0.0004 -0.0050 0.22
H -7.1511 0.9968 0.3711 0.0069 0.0005 -0.0002 0.24
H -3.5710 2.0480 0.2086 -0.0020 -0.0031 0.0208 0.22
H -5.1231 2.3164 0.9901 -0.0084 0.0054 -0.0108 0.24
H -4.8855 2.8182 -0.6867 -0.0072 -0.0086 -0.0075 0.23
O 1.4994 -2.5299 0.7788 -0.1394 0.0018 0.0443 -0.07
O 0.4231 -2.9247 0.3391 0.1260 -0.1564 -0.1240 0.06